1.
Molecular formula: C5H4O2
Method: DFT, ωB97M-V/def2-TZVPD

XYZ file:
```
11
Properties=species:S:1:pos:R:3:forces:R:3
O 2.220050 1.464942 0.772090 -0.36 -0.64 -0.36
C 1.363934 0.756249 0.377810 -0.60 1.15 -0.11
C 1.188752 -0.637694 0.086740 -0.42 0.23 -0.23
C -0.032923 -1.101121 -0.322070 0.16 0.00 -0.04
C -1.200989 -0.315373 -0.419711 -0.17 0.01 0.17
C -1.157120 0.991171 -0.028666 0.11 -0.52 0.03
O -0.030587 1.636955 0.099004 1.06 -1.25 1.02
H 2.018020 -1.331986 0.248318 -0.22 0.57 0.06
H -0.152838 -2.169227 -0.483878 0.17 0.10 -0.08
H -2.146510 -0.772813 -0.666319 -0.05 -0.05 0.24
H -2.069785 1.478898 0.336686 0.32 0.40 -0.69
```
Forces are in eV/Å.

energy relative to the best compared isomer or geometry (same formula, charge and spin) = 17.13 kcal per mole
LUMO level = -0.09 eV
SMILES string = O=c1cccco1

=====

2.
Molecular formula: C18H30Cl6N6
Method: DFT, ωB97M-V/def2-TZVPD

XYZ file:
```
60
Properties=species:S:1:pos:R:3:forces:R:3
C -5.196548 -1.895012 -0.288317 1.09 -0.08 -0.35
C -4.411563 -1.216870 -1.374018 1.13 1.85 -2.15
N -3.726760 -0.761388 -2.230654 -2.53 -1.68 3.05
H -6.195665 -2.261215 -0.524459 0.25 -0.03 -0.71
H -5.320807 -1.377712 0.663030 0.49 0.64 -0.34
H -4.487055 -2.702126 -0.105912 -0.45 -0.62 0.45
C -3.241041 3.525202 1.490023 -1.18 0.43 -0.40
C -4.100549 2.930191 2.505697 -2.91 -2.85 3.59
N -4.813802 2.368504 3.288756 3.18 2.62 -3.43
H -2.547425 2.809861 1.048111 0.45 0.02 0.47
H -2.866190 4.493866 1.820582 0.53 -0.30 0.08
H -3.923138 3.756059 0.671764 -0.12 0.12 -0.26
C 0.685802 -3.753863 -1.007678 -0.55 -0.58 1.11
C 0.524864 -3.201236 -2.322992 0.13 -0.95 1.45
N 0.415803 -2.691529 -3.326369 -0.20 0.98 -2.07
H -0.267137 -3.950127 -0.516259 -0.42 0.71 -0.13
H 1.230664 -3.024212 -0.408657 0.16 -0.31 0.15
H 1.057437 -4.777223 -0.955462 0.87 0.26 -0.47
C -3.525632 2.589320 -2.790725 1.13 0.14 -0.58
C -2.038174 2.714659 -2.777364 -1.09 0.30 0.33
N -0.894667 2.775987 -2.706370 0.16 -0.04 -0.10
H -3.844000 2.138228 -1.850905 -0.11 -0.22 -0.17
H -3.733156 1.984918 -3.673744 -0.36 -0.35 0.33
H -4.031168 3.542389 -2.946321 0.31 0.12 0.19
C 3.415043 1.809992 2.009939 0.63 -0.53 1.27
C 4.494851 2.004623 3.067079 1.27 0.56 -0.04
N 5.386223 2.182192 3.807413 -2.28 -0.50 -1.63
H 2.455257 2.059630 2.462265 0.03 0.11 -0.16
H 3.381077 0.752419 1.748228 0.00 -0.06 0.11
H 3.556488 2.337163 1.066450 0.32 0.35 0.42
C -0.910858 -0.077499 -0.812350 -0.39 -0.05 -0.34
C 0.436600 -0.183777 -0.379365 -0.31 -0.06 -0.08
N 1.497383 -0.331217 -0.000916 1.80 -0.15 0.67
H -1.322915 -1.086586 -0.819995 -0.29 0.11 -0.20
H -0.909475 0.382317 -1.800613 -0.40 -0.10 0.06
H -1.439648 0.526044 -0.074649 -0.40 0.14 -0.11
Cl -0.157065 -1.706391 3.853580 0.07 0.79 -0.34
C -0.975184 -0.093205 3.682713 -1.83 -0.28 1.24
C -2.471974 -0.301716 4.083047 0.14 -0.16 -2.03
Cl -2.719933 -0.907232 5.696970 -0.02 -0.05 0.78
H -0.947952 0.293816 2.664096 0.26 -0.28 -0.04
H -0.551671 0.617345 4.392537 0.42 -0.21 -0.19
H -2.918065 -1.011279 3.386180 0.34 -0.59 0.08
H -3.159166 0.516894 3.869169 0.64 0.73 0.54
Cl 3.053099 3.379626 -3.557114 -0.51 -1.66 1.24
C 2.640459 1.712869 -2.670753 0.05 1.07 -0.49
C 2.410043 0.628049 -3.710761 -0.57 1.20 0.16
Cl 3.689237 0.619540 -4.939926 0.24 -0.68 0.05
H 1.713405 1.876067 -2.121194 -0.02 0.26 -0.24
H 3.411154 1.520184 -1.924438 0.29 0.09 -0.48
H 1.499437 0.903504 -4.242770 0.03 -0.18 -0.03
H 2.238531 -0.329622 -3.219292 0.41 -0.10 -0.17
Cl 4.314797 -1.422094 -1.289221 0.14 -0.29 0.50
C 4.115445 -2.736236 -0.095438 1.12 -0.41 1.35
C 5.409226 -3.038411 0.777120 -0.21 0.46 -1.00
Cl 5.916628 -1.627190 1.797176 -0.40 -0.42 -0.41
H 3.788029 -3.599993 -0.674065 0.34 -0.13 0.18
H 3.352279 -2.526366 0.653992 -0.26 0.56 -0.43
H 6.279492 -3.285434 0.169066 -0.16 0.19 -0.16
H 5.279629 -3.874700 1.464082 -0.48 0.13 -0.08
```
Forces are in eV/Å.

energy relative to the best compared isomer or geometry (same formula, charge and spin) = 13.36 kcal per mole
LUMO level (spin up / spin down) = 2.17 / 2.08 eV
total charge = -1
multiplicity = 2

=====

3.
Molecular formula: C3H7NOS
Method: DFT, ωB97M-V/def2-TZVPD

XYZ file:
```
13
Properties=species:S:1:pos:R:3:forces:R:3
C 0.599969 0.086813 -0.183056 -0.90 2.10 -2.25
C 0.972419 -1.207059 0.360033 -2.01 -0.98 0.09
C -0.689141 0.753535 0.382367 -0.89 -1.71 1.23
N -2.187535 -1.571589 0.021546 0.64 -0.28 -0.20
O -3.366693 0.694033 0.228720 -0.23 0.48 -0.21
S -2.240604 -0.071329 -0.246733 0.19 0.51 1.11
H 1.425506 0.712186 0.043283 0.76 1.19 0.15
H 0.525383 0.185135 -1.327140 0.24 -0.63 1.16
H 1.997921 -1.476089 0.369488 0.58 -0.36 0.06
H 0.153483 -1.917353 0.575874 0.86 0.20 -0.02
H -0.634237 0.418921 1.443508 -0.70 0.57 -0.39
H -1.096817 1.814540 0.355436 1.43 -1.04 -0.41
H -2.122313 0.229608 -1.559085 0.03 -0.05 -0.34
```
Forces are in eV/Å.

energy relative to the best compared isomer or geometry (same formula, charge and spin) = 166.68 kcal per mole
LUMO level (spin up / spin down) = -0.25 / -1.84 eV